Record 1
The following is a DFT calculation (ωB97M-V with the def2-TZVPD basis set) of one molecule with the formula CH3NO3S in a non-equilibrium geometry.

Each atom is followed by the atoms it is bonded to, with distances in Å.
Geometry (Å):
1 O -1.38566 1.06199 0.19560  C2 1.209
2 C -0.92445 -0.00661 0.52246  O1 1.209, N3 1.362, H7 1.171
3 N 0.42574 -0.15832 0.42413  C2 1.362, S4 1.735, H8 0.974
4 S 1.36634 1.07771 -0.34971  N3 1.735, O5 1.441, O6 1.382, H9 1.327
5 O 2.05554 1.81379 0.68009  S4 1.441
6 O 2.10900 0.57596 -1.40232  S4 1.382
7 H -1.60860 -0.84353 0.97346  C2 1.171
8 H 0.86747 -0.99409 0.65844  N3 0.974
9 H 0.27039 1.73000 -0.71801  S4 1.327

E_tot	-718.5197	Eh
energy relative to the best compared isomer or geometry (same formula, charge and spin)	32.22	kcal per mole
HOMO level	-10.889	eV
SMILES string	O=CN[SH](=O)=O
gap between HOMO and LUMO	11.47	eV

Here are the Löwdin charges for atoms 1 to 5, given in e: atom 1 (O): -0.0143, atom 2 (C): -0.3634, atom 3 (N): -0.0610, atom 4 (S): 0.6936, atom 5 (O): -0.3142

Record 2
The following is a DFT calculation (ωB97M-V with the def2-TZVPD basis set) of a 2-piece molecular cluster, CH3NO4 overall in a non-equilibrium geometry.

Each atom is followed by the atoms it is bonded to, with distances in Å.
Geometry (Å):
1 C 0.37137 -0.66857 -0.01243  O5 1.195, H7 1.085, H9 1.126
2 N -4.32008 0.18103 -0.03315  O3 1.144, O4 1.177, O6 1.418
3 O -4.70519 1.24806 -0.18099  N2 1.144
4 O -4.84723 -0.86992 -0.08119  N2 1.177
5 O 0.81082 0.44061 -0.07538  C1 1.195
6 O -2.98074 -0.00672 0.39463  N2 1.418, H8 0.969
7 H 0.18315 -0.96649 1.01351  C1 1.085
8 H -2.70223 0.91865 0.32798  O6 0.969
9 H 0.38113 -1.29760 -0.94595  C1 1.126

E_tot	-395.3130	Eh
energy relative to the best compared isomer or geometry (same formula, charge and spin)	6.83	kcal per mole
spin multiplicity	3
HOMO level (alpha / beta)	-6.810 / -12.087	eV
gap between HOMO and LUMO (alpha / beta)	7.42 / 9.70	eV

Here are the Löwdin charges for atoms 1 to 5, given in e: atom 1 (C): -0.2497, atom 2 (N): -0.5064, atom 3 (O): 0.1621, atom 4 (O): 0.1339, atom 5 (O): 0.0710

Record 3
The following is a DFT calculation (ωB97M-V with the def2-TZVPD basis set) of a 2-piece molecular cluster, CH3NO4S overall in a non-equilibrium geometry.

Each atom is followed by the atoms it is bonded to, with distances in Å.
Geometry (Å):
1 C -0.85361 -0.54932 0.96844  O6 1.421, H8 1.121, H9 1.038, H10 1.078
2 N -1.26854 -1.47410 -1.18233  O3 1.187, O6 1.312
3 O -0.29567 -2.13005 -1.00431  N2 1.187
4 O 2.47617 1.02122 -0.69161  S7 1.433
5 O 1.45022 3.19448 -0.39234  S7 1.450
6 O -1.64490 -0.68457 -0.20449  C1 1.421, N2 1.312
7 S 2.15362 2.28810 -1.27873  O4 1.433, O5 1.450
8 H -1.37720 0.13982 1.68044  C1 1.121
9 H 0.10180 -0.30232 0.64750  C1 1.038
10 H -0.74187 -1.50326 1.45744  C1 1.078

E_tot	-793.6850	Eh
energy relative to the best compared isomer or geometry (same formula, charge and spin)	31.11	kcal per mole
HOMO level	-10.367	eV
gap between HOMO and LUMO	8.93	eV

Here are the Löwdin charges for atoms 1 to 5, given in e: atom 1 (C): -0.0538, atom 2 (N): -0.0908, atom 3 (O): 0.0186, atom 4 (O): -0.4408, atom 5 (O): -0.4421

Record 4
The following is a DFT calculation (ωB97M-V with the def2-TZVPD basis set) of a 2-piece molecular cluster, CH3NO5 overall in a non-equilibrium geometry.

Each atom is followed by the atoms it is bonded to, with distances in Å.
Geometry (Å):
1 O 1.34431 0.08750 1.17399  C2 1.196
2 C 0.16367 0.24981 1.07821  O1 1.196, O3 1.425, O4 1.327
3 O -0.80817 -0.76139 0.82702  C2 1.425, H5 0.995
4 O -0.54363 1.33891 1.35158  C2 1.327, H6 0.956
5 H -1.74253 -0.42087 0.79632  O3 0.995
6 H -0.03109 2.14187 1.26784  O4 0.956
7 O 0.20295 0.63571 -2.37195  N8 1.175
8 N 0.16673 -0.05871 -1.42459  O7 1.175, O9 1.405
9 O 0.74186 -1.30540 -1.72087  N8 1.405, H10 0.985
10 H 0.50591 -1.90744 -0.97756  O9 0.985

E_tot	-470.7825	Eh
energy relative to the best compared isomer or geometry (same formula, charge and spin)	8.38	kcal per mole
HOMO level	-10.505	eV
SMILES string	O=C(O)O.O=NO
gap between HOMO and LUMO	10.74	eV

Here are the Löwdin charges for atoms 1 to 5, given in e: atom 1 (O): 0.1395, atom 2 (C): -0.6417, atom 3 (O): 0.0256, atom 4 (O): 0.1337, atom 5 (H): 0.1388

Record 5
The following is a DFT calculation (ωB97M-V with the def2-TZVPD basis set) of one molecule with the formula CH3NOP2 in a non-equilibrium geometry.

Each atom is followed by the atoms it is bonded to, with distances in Å.
Geometry (Å):
1 O -3.13154 -0.62881 -0.69875  C2 1.199
2 C -1.93344 -0.65166 -0.65971  O1 1.199, P3 1.864, H6 1.190
3 P -0.96263 0.34216 0.58309  C2 1.864, N4 1.649
4 N 0.55288 -0.03953 0.05809  P3 1.649, P5 1.658
5 P 1.88247 0.93996 0.20826  N4 1.658, H7 1.343, H8 1.337
6 H -1.15925 -1.20006 -1.37830  C2 1.190
7 H 1.94526 1.24974 1.51397  P5 1.343
8 H 2.80625 -0.01181 0.37336  P5 1.337

E_tot	-852.5232	Eh
energy relative to the best compared isomer or geometry (same formula, charge and spin)	7.35	kcal per mole
HOMO level	-9.245	eV
SMILES string	O=C/P=N/P
gap between HOMO and LUMO	7.62	eV

Here are the Löwdin charges for atoms 1 to 5, given in e: atom 1 (O): -0.0401, atom 2 (C): -0.5401, atom 3 (P): 0.8453, atom 4 (N): -0.7035, atom 5 (P): 0.6459

Record 6
The following is a DFT calculation (ωB97M-V with the def2-TZVPD basis set) of a 3-piece molecular cluster, CH3NOP2S overall in a non-equilibrium geometry.

Each atom is followed by the atoms it is bonded to, with distances in Å.
Geometry (Å):
1 C 0.19201 0.96326 -1.06136  N2 1.288, P4 1.900, H7 1.095
2 N 1.38608 0.50792 -0.90192  C1 1.288, S6 1.669
3 O -0.85320 -1.42214 -0.30694  P4 1.697, P5 1.557
4 P -1.42808 0.16554 -0.47156  C1 1.900, O3 1.697
5 P 0.33991 -2.31604 0.14098  O3 1.557, S6 2.157
6 S 1.89897 -0.83907 -0.06032  N2 1.669, P5 2.157
7 H 0.17212 1.99158 -1.43797  C1 1.095
8 H -0.90463 0.11505 1.81766  no bonds
9 H -0.80318 0.83389 2.28144  no bonds

E_tot	-1250.6501	Eh
energy relative to the best compared isomer or geometry (same formula, charge and spin)	106.35	kcal per mole
HOMO level (alpha / beta)	-6.871 / -7.089	eV
gap between HOMO and LUMO (alpha / beta)	4.68 / 5.25	eV

Here are the Löwdin charges for atoms 1 to 5, given in e: atom 1 (C): -0.5236, atom 2 (N): -0.4854, atom 3 (O): -0.9823, atom 4 (P): 0.7857, atom 5 (P): 0.6473

Record 7
The following is a DFT calculation (ωB97M-V with the def2-TZVPD basis set) of one molecule with the formula CH3NOS in a non-equilibrium geometry.

Each atom is followed by the atoms it is bonded to, with distances in Å.
Geometry (Å):
1 O 1.58032 -0.79783 -0.00309  N2 1.388, H5 1.209
2 N 1.17428 0.51996 -0.16375  O1 1.388, C3 1.347, H6 1.136
3 C -0.14333 0.75202 -0.00904  N2 1.347, S4 1.593, H7 1.145
4 S -1.40129 -0.22503 -0.01330  C3 1.593
5 H 0.59556 -1.15444 0.60088  O1 1.209
6 H 1.90678 1.18183 0.39765  N2 1.136
7 H -0.08427 1.80394 0.43954  C3 1.145

E_tot	-567.9658	Eh
energy relative to the best compared isomer or geometry (same formula, charge and spin)	84.67	kcal per mole
HOMO level	-9.331	eV
SMILES string	ONC=S
gap between HOMO and LUMO	9.63	eV

Here are the Löwdin charges for atoms 1 to 5, given in e: atom 1 (O): -0.1596, atom 2 (N): -0.1900, atom 3 (C): -0.8137, atom 4 (S): 0.6952, atom 5 (H): 0.1612

Record 8
The following is a DFT calculation (ωB97M-V with the def2-TZVPD basis set) of a 2-piece molecular cluster, CH3NOS overall in a non-equilibrium geometry.

Each atom is followed by the atoms it is bonded to, with distances in Å.
Geometry (Å):
1 O -1.56034 1.73286 -0.75059  C2 1.141
2 C -1.91133 0.64973 -0.82746  O1 1.141, S3 1.547
3 S -2.61467 -0.72160 -0.96415  C2 1.547
4 N 1.31461 -0.22896 0.45561  H5 0.997, H6 0.983, H7 1.040
5 H 1.97465 0.28260 0.99992  N4 0.997
6 H 0.87699 -0.79988 1.12620  N4 0.983
7 H 1.92009 -0.91475 -0.03952  N4 1.040

E_tot	-568.1008	Eh
energy relative to the best compared isomer or geometry (same formula, charge and spin)	0.00	kcal per mole
HOMO level	-10.445	eV
SMILES string	O=C=S.N
gap between HOMO and LUMO	11.22	eV

Here are the Löwdin charges for atoms 1 to 5, given in e: atom 1 (O): 0.1141, atom 2 (C): -0.9116, atom 3 (S): 0.7629, atom 4 (N): 0.0223, atom 5 (H): -0.0039

Record 9
The following is a DFT calculation (ωB97M-V with the def2-TZVPD basis set) of a 2-piece molecular cluster, CH3NOS2 overall in a non-equilibrium geometry.

Each atom is followed by the atoms it is bonded to, with distances in Å.
Geometry (Å):
1 C -1.57122 -0.30935 0.10664  O3 1.206, S4 1.704, H6 1.110
2 N 1.49157 0.27928 -0.07991  S5 1.559, H7 1.058, H8 1.157
3 O -0.78145 -1.17307 -0.18227  C1 1.206
4 S -1.75948 1.24398 -0.56795  C1 1.704
5 S 2.88967 -0.39300 -0.23841  N2 1.559
6 H -2.11173 -0.48863 1.05968  C1 1.110
7 H 1.23720 1.30492 -0.02318  N2 1.058
8 H 0.60545 -0.46413 -0.07461  N2 1.157

E_tot	-966.1442	Eh
energy relative to the best compared isomer or geometry (same formula, charge and spin)	65.65	kcal per mole
HOMO level (alpha / beta)	-7.785 / -7.821	eV
gap between HOMO and LUMO (alpha / beta)	3.91 / 3.98	eV

Here are the Löwdin charges for atoms 1 to 5, given in e: atom 1 (C): -0.9361, atom 2 (N): -0.3938, atom 3 (O): -0.1686, atom 4 (S): 0.4630, atom 5 (S): 0.8494

Record 10
The following is a DFT calculation (ωB97M-V with the def2-TZVPD basis set) of a 2-piece molecular cluster, CH3NS2 overall in a non-equilibrium geometry.

Each atom is followed by the atoms it is bonded to, with distances in Å.
Geometry (Å):
1 C -0.25137 0.42451 1.20151  S3 1.633, S4 1.750
2 N -0.05362 -0.85033 -1.25795  S4 1.678, H6 1.005, H7 1.045
3 S -0.61706 1.16536 2.61065  C1 1.633
4 S -0.62970 -1.03210 0.30751  C1 1.750, N2 1.678
5 H 1.12805 1.18104 0.34661  no bonds
6 H 0.94141 -0.72202 -1.31098  N2 1.005
7 H -0.51771 -0.16646 -1.89736  N2 1.045

E_tot	-890.8998	Eh
energy relative to the best compared isomer or geometry (same formula, charge and spin)	80.67	kcal per mole
HOMO level	-8.613	eV
gap between HOMO and LUMO	8.04	eV

Here are the Löwdin charges for atoms 1 to 5, given in e: atom 1 (C): -1.1432, atom 2 (N): -0.3794, atom 3 (S): 0.5468, atom 4 (S): 0.7554, atom 5 (H): 0.1463

Record 11
The following is a DFT calculation (ωB97M-V with the def2-TZVPD basis set) of one molecule with the formula CH3NS2 in a non-equilibrium geometry.

Each atom is followed by the atoms it is bonded to, with distances in Å.
Geometry (Å):
1 S 2.74231 0.31412 0.17171  C2 1.630
2 C 1.13320 0.05166 0.17189  S1 1.630, N3 1.295, H5 1.178
3 N 0.18656 0.90700 -0.04946  C2 1.295, S4 1.849, H6 0.972
4 S -1.58827 0.41001 0.10126  N3 1.849, H7 1.290
5 H 0.73030 -0.95114 0.64017  C2 1.178
6 H 0.38470 1.85775 -0.07803  N3 0.972
7 H -1.11116 -0.72373 0.49160  S4 1.290

E_tot	-890.9743	Eh
energy relative to the best compared isomer or geometry (same formula, charge and spin)	33.90	kcal per mole
HOMO level	-8.597	eV
SMILES string	S=CNS
gap between HOMO and LUMO	8.37	eV

Here are the Löwdin charges for atoms 1 to 5, given in e: atom 1 (S): 0.5755, atom 2 (C): -0.9108, atom 3 (N): -0.3654, atom 4 (S): 0.7618, atom 5 (H): 0.0796

Record 12
The following is a DFT calculation (ωB97M-V with the def2-TZVPD basis set) of an isolated ion of composition CH3O2 and charge -1 in a non-equilibrium geometry.

Each atom is followed by the atoms it is bonded to, with distances in Å.
Geometry (Å):
1 O -1.13380 -0.92763 0.14269  C2 1.279
2 C -0.44572 0.10656 -0.16026  O1 1.279, O3 1.643, H4 1.108, H5 1.116
3 O 1.18385 -0.05568 -0.02897  C2 1.643, H6 0.962
4 H -0.42161 0.40759 -1.22647  C2 1.108
5 H -0.51429 1.01378 0.48632  C2 1.116
6 H 1.33158 -0.54462 0.78669  O3 0.962

net charge	-1
E_tot	-190.3680	Eh
energy relative to the best compared isomer or geometry (same formula, charge and spin)	3.37	kcal per mole
HOMO level	-2.652	eV
SMILES string	[O-]CO
gap between HOMO and LUMO	7.69	eV

Here are the Löwdin charges for atoms 1 to 5, given in e: atom 1 (O): -0.2790, atom 2 (C): -0.5629, atom 3 (O): -0.2610, atom 4 (H): 0.0589, atom 5 (H): 0.0577

> Which value of energy relative to the best compared isomer or geometry (same formula, charge and spin) does entry 2 give?

6.83 kcal per mole

> E_tot of number 4 (CH3NO5)?

-470.7825 Eh